# 1
ORCA calculation (ωB97M-V with the def2-TZVPD basis set) on a cluster of 6 separate species, C45H100BrN5 in total.

```
! wB97M-V def2-TZVPD RIJCOSX def2/J DEFGRID3
* xyz 4 1
C 9.70201 -20.49874 -14.69680
C 9.92272 -19.05393 -15.13199
C 10.67744 -18.22834 -13.98192
C 9.60940 -17.67883 -12.91837
N 10.13150 -16.78256 -11.74723
C 9.05650 -15.92794 -11.00676
C 9.60260 -15.93083 -9.52124
C 10.10654 -17.40659 -9.33891
C 10.70375 -17.78367 -10.71184
C 11.32297 -15.91806 -12.21852
H 10.56286 -21.16669 -14.72614
H 8.90085 -20.80865 -15.36778
H 9.30359 -20.63680 -13.69167
H 9.03086 -18.54038 -15.49109
H 10.49015 -19.18892 -16.05280
H 11.18032 -17.39194 -14.46736
H 11.31436 -18.92386 -13.43541
H 8.97469 -18.42989 -12.44810
H 8.90500 -17.02480 -13.43233
H 8.82407 -14.96349 -11.45833
H 8.15915 -16.53903 -11.10384
H 10.44427 -15.23876 -9.49442
H 8.83235 -15.62620 -8.81270
H 10.85334 -17.45754 -8.54658
H 9.41219 -18.19727 -9.05465
H 11.78977 -17.73724 -10.63123
H 10.41497 -18.80987 -10.93905
H 12.15732 -16.56094 -12.49901
H 11.54641 -15.37692 -11.29909
H 10.88193 -15.31731 -13.01393
C 15.89148 -23.99942 -28.54459
C 17.11228 -23.72167 -27.65388
C 16.76243 -23.14735 -26.22356
C 17.98200 -23.00847 -25.25051
N 17.54200 -22.55962 -23.86069
C 18.63226 -22.88710 -22.83265
C 17.97034 -22.84237 -21.44206
C 16.61861 -23.44505 -21.77319
C 16.35159 -23.34702 -23.31300
C 17.22941 -21.03263 -23.87766
H 15.12383 -24.47818 -27.93664
H 16.19731 -24.73002 -29.29345
H 15.48578 -23.01758 -28.78851
H 17.70542 -22.92789 -28.10799
H 17.68682 -24.64749 -27.62454
H 16.02096 -23.87092 -25.88478
H 16.15205 -22.24910 -26.31669
H 18.78202 -22.31224 -25.50218
H 18.36240 -24.02881 -25.20254
H 19.41137 -22.12718 -22.89270
H 19.01559 -23.89735 -22.97611
H 17.83806 -21.85469 -21.00037
H 18.59934 -23.43355 -20.77651
H 15.98181 -22.92312 -21.05892
H 16.59269 -24.52864 -21.65800
H 15.36785 -23.01459 -23.64442
H 16.54134 -24.34119 -23.71763
H 16.33511 -21.08696 -24.49845
H 18.08800 -20.56840 -24.36284
H 16.95755 -20.77297 -22.85455
C 21.16449 -12.54923 -21.48237
C 21.06202 -14.11868 -21.45113
C 19.61411 -14.61876 -21.49717
C 19.56824 -16.14164 -21.46225
N 18.24860 -16.77020 -21.05311
C 17.82366 -16.33631 -19.61685
C 17.14947 -17.57189 -19.00263
C 18.01205 -18.71394 -19.53187
C 18.40057 -18.32165 -20.92623
C 17.01777 -16.46432 -21.99308
H 20.81139 -12.07167 -20.56840
H 20.61412 -12.05425 -22.28249
H 22.21718 -12.26801 -21.45323
H 21.60842 -14.53239 -20.60355
H 21.58507 -14.47936 -22.33681
H 19.15970 -14.49120 -22.47968
H 18.90448 -14.28021 -20.74225
H 20.19178 -16.53373 -20.65877
H 19.88801 -16.65796 -22.36738
H 17.11474 -15.51138 -19.54605
H 18.69730 -15.98892 -19.06534
H 16.10309 -17.71470 -19.27242
H 17.20292 -17.58458 -17.91401
H 17.36436 -19.58777 -19.60267
H 18.84810 -19.05749 -18.92269
H 17.71575 -18.71172 -21.67920
H 19.40795 -18.71051 -21.07485
H 17.13645 -16.78120 -23.02923
H 16.98204 -15.37983 -22.09650
H 16.01585 -16.63062 -21.59734
C 13.74625 -15.82044 -19.33519
C 12.41097 -16.20167 -20.02630
C 11.16905 -16.22873 -19.10867
C 9.86857 -16.72189 -19.82155
N 8.55235 -16.36315 -19.05850
C 7.26945 -16.80823 -19.73723
C 6.25211 -15.68883 -19.33241
C 6.91823 -14.49293 -18.69706
C 8.34883 -14.85040 -19.04009
C 8.58243 -16.80485 -17.59191
H 14.61231 -15.66452 -19.97841
H 14.01871 -16.49302 -18.52185
H 13.70143 -14.78933 -18.98462
H 12.51798 -17.15247 -20.54844
H 12.19746 -15.53525 -20.86200
H 11.14087 -15.18106 -18.80918
H 11.36530 -16.84523 -18.23146
H 9.86738 -17.80107 -19.97472
H 9.81278 -16.17535 -20.76298
H 6.86054 -17.78232 -19.46882
H 7.47701 -16.87978 -20.80489
H 5.60689 -16.10167 -18.55694
H 5.61527 -15.39163 -20.16560
H 6.85977 -14.37017 -17.61557
H 6.65932 -13.52187 -19.11911
H 9.10193 -14.38132 -18.40691
H 8.45593 -14.49147 -20.06370
H 8.78974 -17.87492 -17.58323
H 7.66391 -16.56546 -17.05608
H 9.40888 -16.24157 -17.15856
C 14.77421 -23.48496 -12.78785
C 13.99459 -22.41947 -13.67841
C 14.25577 -22.46184 -15.16371
C 13.36670 -21.43854 -15.90404
N 13.71133 -21.16067 -17.43747
C 12.60880 -20.29485 -18.06124
C 11.44161 -21.28386 -18.38756
C 12.08774 -22.74070 -18.48544
C 13.58186 -22.43136 -18.33053
C 15.07083 -20.38537 -17.54423
H 14.61375 -23.18651 -11.75186
H 15.82708 -23.47398 -13.06970
H 14.49222 -24.52768 -12.93387
H 14.09531 -21.46018 -13.17073
H 12.91875 -22.53068 -13.54312
H 14.34870 -23.37523 -15.75125
H 15.28847 -22.13479 -15.28482
H 13.33602 -20.45942 -15.42602
H 12.35359 -21.83554 -15.96788
H 12.89961 -19.84380 -19.00996
H 12.35846 -19.49333 -17.36627
H 11.04635 -21.10690 -19.38784
H 10.57786 -21.26675 -17.72292
H 11.85307 -23.29697 -19.39296
H 11.79576 -23.36379 -17.64010
H 13.99206 -22.14907 -19.30015
H 14.24440 -23.14838 -17.84573
H 15.29124 -20.16655 -18.58904
H 15.78600 -21.12612 -17.18658
H 14.93866 -19.55654 -16.84877
Br 17.46788 -23.45419 -17.52467
*
```

**Relative energy (zero: lowest compared OMol25 entry of this formula, charge and spin)**: 586.4 kJ/mol
**LUMO**: -8.0 eV
**Calculated total energy**: -4620.94144 Eh


# 2
ORCA calculation (ωB97M-V with the def2-TZVPD basis set) on a cluster of 4 separate species, C24H49B2BrF5NO6PS in total.

```
! wB97M-V def2-TZVPD RIJCOSX def2/J DEFGRID3
* xyz -1 1
C 4.22050 -1.85456 2.92688
O 3.10166 -1.16311 3.49612
B 2.12350 -0.89692 2.50057
O 2.22720 0.33284 1.76812
B 0.80385 -1.92737 2.16592
P 1.22188 -3.82462 1.80782
O 2.49126 -3.80847 0.65643
Br 1.98467 -4.82043 3.71657
O 0.00267 -1.61718 0.96172
C -1.29435 -1.96973 1.39895
C -2.45099 -1.75534 0.38214
F -3.54466 -1.10132 0.88543
F -1.95933 -1.02563 -0.67239
C -2.97966 -3.11544 -0.20249
F -4.02168 -2.89377 -1.05451
F -1.98836 -3.64420 -0.94319
F -3.41114 -3.95044 0.75648
C -1.30836 -1.13338 2.79038
S -1.16274 0.64085 2.18558
N -2.51693 -1.38431 3.59163
C -2.18241 -1.75073 4.72973
O -2.16039 -2.11202 5.82854
O -0.13098 -1.68112 3.32484
H 3.96931 -2.88270 2.58405
H 4.97476 -1.96911 3.73611
H 4.65213 -1.30532 2.05518
H 2.14339 1.02354 2.45272
H 2.15622 -3.33738 -0.12691
H -1.44773 -3.00804 1.78084
H -2.33281 0.97527 1.56884
C 0.82263 3.69766 4.95537
C 1.18398 4.96142 4.18395
C 2.29329 4.74460 3.15480
C 3.64183 4.30996 3.73229
C 4.24165 5.25892 4.76930
C 4.55168 6.64452 4.21284
H 1.66503 3.32804 5.54348
H 0.00080 3.89716 5.64609
H 0.50421 2.90549 4.27432
H 1.46214 5.75429 4.88581
H 0.29163 5.31629 3.65921
H 2.42346 5.66614 2.57801
H 1.96609 3.98614 2.43552
H 4.35060 4.19425 2.90546
H 3.54352 3.31709 4.18121
H 5.17191 4.81977 5.14219
H 3.57843 5.35160 5.63440
H 5.24698 6.58083 3.37252
H 5.01185 7.26877 4.98282
H 3.64792 7.15499 3.87425
C 0.51013 -4.22210 -2.38944
C 1.57963 -4.95910 -3.18713
C 1.90858 -4.29132 -4.52230
C 0.74729 -4.21505 -5.51558
C 0.11931 -5.55788 -5.88650
C 1.08853 -6.50623 -6.58412
H -0.44422 -4.19784 -2.91795
H 0.34343 -4.71782 -1.43129
H 0.81524 -3.19173 -2.18632
H 1.27020 -5.99692 -3.34481
H 2.49412 -5.00023 -2.58760
H 2.74878 -4.82080 -4.98370
H 2.26587 -3.27365 -4.33113
H 1.10464 -3.72643 -6.42917
H -0.03333 -3.56204 -5.11395
H -0.72508 -5.37116 -6.55729
H -0.29593 -6.04533 -4.99994
H 1.48541 -6.05642 -7.49751
H 0.58013 -7.43331 -6.85994
H 1.92753 -6.77244 -5.93849
C -3.82824 0.48107 -2.84972
C -2.96430 1.55035 -2.19216
C -3.75341 2.49530 -1.28687
C -4.82835 3.32720 -1.98968
C -4.32575 4.20377 -3.13614
C -3.32475 5.26452 -2.69128
H -4.57991 0.91799 -3.51175
H -3.20913 -0.18814 -3.45057
H -4.34182 -0.12160 -2.09715
H -2.42921 2.11591 -2.96180
H -2.20039 1.05603 -1.58987
H -3.05076 3.16313 -0.77811
H -4.23393 1.90858 -0.49584
H -5.31575 3.96475 -1.24348
H -5.61071 2.66415 -2.37206
H -5.18564 4.70762 -3.58906
H -3.88159 3.58829 -3.92377
H -3.76097 5.91919 -1.93306
H -3.02718 5.88531 -3.53991
H -2.41862 4.81660 -2.27952
*
```

**LUMO**: 2.5 eV
**Calculated total energy**: -5312.87894 Eh


How do the records compare in Kohn-Sham gap? In the order shown, they have 0.2073 0.2448 hartree.